Record 1
{"formula": "C22H24N11O2S3Tl", "method": "wB97M-V/def2-TZVPD", "symbols": ["Tl", "C", "N", "C", "C", "N", "C", "S", "C", "C", "C", "C", "C", "N", "H", "H", "H", "H", "H", "H", "H", "H", "H", "C", "C", "N", "N", "C", "S", "N", "N", "H", "H", "H", "H", "H", "H", "N", "C", "C", "C", "C", "C", "C", "S", "O", "O", "N", "C", "N", "C", "C", "C", "N", "H", "H", "H", "H", "H", "H", "H", "H", "H"], "positions_angstrom": [[-1.6698, 0.1995, -1.1505], [1.9048, 1.4588, 3.0056], [1.1360, 2.4543, 2.2811], [1.3305, 3.8175, 2.3327], [0.4187, 4.3848, 1.5281], [-0.3497, 3.3614, 0.9726], [0.1134, 2.1737, 1.4517], [-0.4349, 0.5760, 1.2676], [-1.3699, 3.6512, 0.0292], [-2.1070, 4.8201, 0.1807], [-2.9694, 5.1975, -0.8345], [-3.0769, 4.3951, -1.9607], [-2.3608, 3.2150, -1.9852], [-1.5246, 2.8399, -1.0088], [2.5322, 1.9581, 3.7380], [2.5278, 0.8826, 2.3202], [1.2341, 0.7687, 3.5139], [2.0959, 4.2685, 2.9379], [0.2703, 5.4156, 1.2678], [-2.0187, 5.4144, 1.0784], [-3.5510, 6.1047, -0.7483], [-3.7213, 4.6604, -2.7857], [-2.4407, 2.5332, -2.8257], [-2.8038, -4.9305, 0.4084], [-3.3580, -3.6253, 0.8198], [-3.9410, -3.3641, 1.9423], [-4.2763, -2.0531, 1.9026], [-3.9124, -1.4731, 0.7615], [-4.1250, 0.1299, 0.2847], [-3.3300, -2.4679, 0.0431], [-2.7570, -2.2763, -1.1982], [-2.7255, -5.5627, 1.2886], [-1.8249, -4.8113, -0.0508], [-3.4630, -5.4214, -0.3100], [-4.7807, -1.6401, 2.6720], [-1.8529, -2.7811, -1.2440], [-3.3804, -2.5638, -1.9474], [4.8476, -1.8631, 2.9808], [3.9225, -2.0991, 2.0143], [4.2662, -1.9712, 0.6549], [3.3258, -2.1736, -0.3285], [2.0212, -2.4993, 0.0305], [1.6493, -2.6082, 1.3646], [2.5941, -2.4225, 2.3498], [0.8426, -2.6978, -1.2507], [-0.3337, -3.3495, -0.7020], [1.4221, -3.2287, -2.4353], [0.3152, -1.1406, -1.5227], [0.8586, -0.3565, -2.4514], [2.1113, -0.4977, -2.9146], [2.5383, 0.3150, -3.8587], [1.7792, 1.3665, -4.3713], [0.5211, 1.4947, -3.8238], [0.0751, 0.6541, -2.9005], [5.8134, -1.7417, 2.7352], [4.6435, -2.0703, 3.9416], [5.2874, -1.7369, 0.3841], [3.5766, -2.1046, -1.3771], [0.6268, -2.8632, 1.6084], [2.3300, -2.5457, 3.3926], [3.5420, 0.1208, -4.2213], [2.1452, 2.0340, -5.1340], [-0.1592, 2.2750, -4.1436]], "forces_ev_per_a": [[1.159, -0.313, 1.151], [0.178, -0.368, 0.116], [-0.290, 0.143, -0.277], [-0.076, 0.201, 0.017], [0.163, 0.112, 0.054], [0.314, -0.018, 0.216], [-0.082, -0.014, -0.024], [-0.416, -0.393, -0.539], [-0.313, 0.030, -0.141], [0.030, -0.045, 0.068], [0.038, -0.095, -0.041], [-0.056, -0.045, -0.009], [-0.047, 0.128, 0.074], [-0.043, -0.341, -0.141], [-0.030, 0.073, -0.037], [-0.030, 0.048, -0.035], [-0.012, 0.069, 0.035], [0.035, -0.027, 0.002], [0.001, 0.015, -0.027], [0.050, 0.023, -0.004], [0.010, 0.022, 0.025], [-0.012, 0.004, -0.008], [-0.042, 0.040, -0.049], [-0.029, -0.118, -0.120], [0.047, 0.071, -0.023], [-0.054, -0.378, 0.268], [0.189, 0.118, -0.484], [0.088, -0.192, 0.008], [0.814, 0.727, -0.932], [-0.171, -0.148, 0.281], [0.299, 0.203, -0.339], [-0.004, -0.008, -0.002], [0.005, -0.040, 0.078], [-0.038, 0.032, 0.007], [0.028, 0.066, -0.010], [-0.084, -0.063, 0.177], [-0.141, 0.036, 0.088], [0.042, 0.107, 0.131], [-0.199, 0.101, -0.249], [0.012, -0.023, 0.075], [-0.010, -0.151, 0.026], [-0.222, -0.131, -0.380], [-0.027, -0.079, -0.080], [0.122, 0.039, 0.050], [0.327, 0.734, 0.372], [-0.051, 0.067, 0.211], [0.072, -0.076, -0.025], [-1.244, -0.178, 0.156], [0.858, 0.656, -0.978], [0.009, -0.459, 0.297], [-0.021, 0.113, -0.060], [-0.243, -0.150, 0.228], [0.177, 0.462, -0.370], [-1.222, -0.541, 1.050], [0.013, -0.066, 0.015], [0.035, -0.075, -0.012], [0.023, 0.013, 0.000], [0.102, 0.031, -0.005], [0.023, -0.037, 0.105], [-0.051, 0.009, 0.010], [0.014, 0.066, 0.014], [-0.030, -0.004, -0.043], [0.013, 0.016, 0.038]], "charge": 2, "spin_multiplicity": 1, "homo_lumo_gap_ha": 0.158, "energy_ev": -80874.302, "de_lowest_kj_mol": 114.31, "homo_ha": -0.46163}

=====

Record 2
{"formula": "C22H24N3S", "method": "wB97M-V/def2-TZVPD", "symbols": ["C", "C", "N", "C", "C", "S", "C", "N", "H", "H", "H", "H", "H", "H", "H", "H", "C", "C", "N", "C", "C", "C", "C", "C", "C", "C", "C", "C", "C", "C", "C", "C", "C", "C", "H", "H", "H", "H", "H", "H", "H", "H", "H", "H", "H", "H", "H", "H", "H", "H"], "positions_angstrom": [[-0.1092, -2.2939, 0.1741], [0.4672, -3.6903, 0.1624], [1.8829, -3.4329, -0.0066], [2.9258, -4.4195, 0.1051], [4.2376, -3.6256, -0.0521], [3.8295, -1.8199, 0.0723], [2.1102, -2.0982, 0.0964], [1.0044, -1.3712, 0.2354], [-0.6934, -2.1640, -0.7324], [-0.7752, -2.1416, 1.0185], [0.3068, -4.2435, 1.0891], [0.1380, -4.3389, -0.6451], [2.9752, -4.9158, 1.0935], [2.8738, -5.1892, -0.6770], [4.9988, -3.8506, 0.7145], [4.6713, -3.7759, -1.0533], [0.9332, 1.2319, -2.8927], [-0.2616, 1.3157, -2.0336], [-1.4415, 1.7324, -2.5662], [-1.7220, 1.8622, -3.9961], [-2.4041, 1.8756, -1.5622], [-1.8092, 1.4876, -0.3189], [-2.6012, 1.5047, 0.8073], [-3.9626, 1.8484, 0.7120], [-4.5521, 2.1274, -0.5507], [-3.7592, 2.1491, -1.7128], [-0.3932, 1.1282, -0.6163], [0.5695, 0.5729, 0.2545], [0.6178, 1.1017, 1.6328], [0.0942, 2.3708, 2.0638], [0.0567, 2.7038, 3.4290], [0.5778, 1.7975, 4.3783], [1.1760, 0.5865, 3.9684], [1.2328, 0.2962, 2.6086], [1.8241, 1.1823, -2.2647], [0.8799, 0.3331, -3.5303], [1.0465, 2.1230, -3.5382], [-2.7960, 2.0392, -4.1102], [-1.1728, 2.6777, -4.4927], [-1.4538, 0.9280, -4.5095], [-2.1370, 1.3732, 1.7899], [-4.5702, 1.9132, 1.6168], [-5.6262, 2.2886, -0.6249], [-4.1611, 2.2677, -2.7197], [1.5989, 0.4098, -0.1910], [-0.2860, 3.0753, 1.3213], [-0.3411, 3.6769, 3.7426], [0.5834, 2.0686, 5.4440], [1.6723, -0.0963, 4.6629], [1.7438, -0.5822, 2.2038]], "forces_ev_per_a": [[-1.082, -0.242, -0.109], [0.473, -1.189, 0.251], [-0.606, 0.156, -0.100], [1.032, 0.332, 0.439], [0.386, 0.379, -0.537], [0.009, 0.474, 0.214], [-0.726, -0.539, 0.189], [0.822, -1.196, -0.033], [-0.109, 0.441, -0.167], [-0.093, 0.118, 0.101], [-0.074, 0.042, 0.185], [-0.353, 0.120, -0.140], [-0.575, 0.175, -0.343], [-0.253, 0.242, 0.223], [-0.472, 0.084, -0.390], [-0.082, 0.082, 0.475], [0.485, -0.193, -0.249], [-0.960, 0.352, 0.745], [0.744, -0.084, 0.261], [0.071, -0.051, -0.185], [0.190, -0.949, 0.825], [0.430, 0.235, -1.665], [-0.801, 0.515, 1.073], [0.299, 0.053, -0.827], [0.729, -0.227, 0.096], [-0.112, -0.304, 0.569], [-1.492, -0.488, -1.208], [3.484, 1.852, -1.591], [-0.157, -0.052, 2.088], [0.116, -0.962, -0.240], [0.628, -0.708, -0.310], [0.171, -0.086, -0.074], [0.115, 0.817, -0.294], [-0.227, 0.011, -0.361], [-0.021, -0.162, -0.157], [0.168, 0.323, 0.114], [-0.206, -0.444, 0.261], [0.418, -0.067, -0.101], [-0.157, -0.156, 0.459], [-0.172, 0.232, 0.165], [-0.437, -0.275, -0.376], [0.196, -0.124, -0.327], [0.292, 0.091, 0.039], [-0.197, 0.232, 0.505], [-1.400, 1.551, 0.324], [0.045, -0.263, 0.240], [0.191, -0.510, -0.149], [-0.130, -0.182, -0.569], [-0.321, 0.385, -0.051], [-0.279, 0.155, 0.711]], "charge": 1, "spin_multiplicity": 1, "homo_lumo_gap_ha": 0.284, "energy_ev": -38501.733, "de_lowest_kj_mol": 82.31, "homo_ha": -0.40143}

=====

Record 3
{"formula": "C22H24N4O3S2", "method": "wB97M-V/def2-TZVPD", "symbols": ["C", "C", "C", "C", "C", "C", "N", "N", "C", "N", "C", "O", "C", "C", "C", "C", "C", "S", "O", "O", "N", "C", "C", "C", "C", "C", "C", "C", "C", "C", "S", "H", "H", "H", "H", "H", "H", "H", "H", "H", "H", "H", "H", "H", "H", "H", "H", "H", "H", "H", "H", "H", "H", "H", "H"], "positions_angstrom": [[-5.7228, -0.1269, 1.6374], [-4.7543, 1.0349, 1.4484], [-4.3470, 1.2155, -0.0166], [-3.4672, 2.4672, -0.2100], [-3.3439, 2.8565, -1.6768], [-3.6058, 0.0368, -0.5237], [-3.6919, -0.4293, -1.7132], [-2.8640, -1.4265, -1.9865], [-2.1005, -1.7500, -0.9971], [-1.2195, -2.7964, -1.0992], [-0.1049, -3.1320, -0.3695], [0.4351, -4.2000, -0.5460], [0.4043, -2.1171, 0.5945], [0.8074, -2.5212, 1.8637], [1.3020, -1.5980, 2.7691], [1.3999, -0.2622, 2.4126], [1.0269, 0.1246, 1.1405], [1.1098, 1.8512, 0.6506], [1.5997, 2.6139, 1.7548], [-0.1494, 2.2165, 0.0689], [2.2530, 1.8770, -0.5729], [1.8310, 1.7508, -1.9672], [2.6114, 0.5619, -2.5634], [3.6160, 0.2525, -1.4893], [4.6526, -0.6544, -1.4703], [5.4213, -0.7659, -0.3177], [5.1508, 0.0175, 0.7918], [4.1076, 0.9336, 0.7846], [3.3535, 1.0389, -0.3675], [0.5454, -0.7837, 0.2229], [-2.3942, -0.7994, 0.4542], [-5.2729, -1.0651, 1.3199], [-6.6255, 0.0320, 1.0517], [-6.0030, -0.2202, 2.6838], [-3.8572, 0.8746, 2.0521], [-5.2265, 1.9561, 1.7947], [-5.2450, 1.3227, -0.6349], [-2.4707, 2.2892, 0.2003], [-3.9166, 3.2916, 0.3466], [-4.3087, 3.1594, -2.0784], [-2.6450, 3.6818, -1.7814], [-2.9793, 2.0195, -2.2671], [-1.4445, -3.4462, -1.8468], [0.7184, -3.5636, 2.1295], [1.6038, -1.9179, 3.7544], [1.7556, 0.4895, 3.0987], [0.7471, 1.6376, -2.0022], [2.0883, 2.6836, -2.4778], [3.0912, 0.8358, -3.5026], [1.9734, -0.3048, -2.7557], [4.8604, -1.2705, -2.3320], [6.2373, -1.4716, -0.2890], [5.7594, -0.0830, 1.6776], [3.8856, 1.5531, 1.6381], [0.2740, -0.4469, -0.7657]], "forces_ev_per_a": [[0.137, 0.148, 0.110], [-0.233, -0.177, -0.249], [0.111, 0.532, 0.362], [-0.162, -0.023, -0.172], [0.119, -0.001, 0.219], [0.275, -0.376, 0.522], [-1.146, 1.007, -0.110], [1.107, -1.335, -0.466], [-0.378, 0.908, 0.876], [0.054, -0.582, -0.495], [0.001, 0.023, -0.043], [0.077, -0.081, 0.118], [0.313, 0.225, 0.090], [-0.067, 0.003, -0.114], [-0.067, -0.004, -0.002], [-0.002, 0.078, 0.057], [0.047, 0.609, -0.074], [-0.142, -0.096, -0.104], [0.301, -0.238, 0.093], [0.087, -0.135, -0.257], [-0.826, 0.192, 0.918], [-0.433, 0.265, -0.702], [-0.018, -0.065, 0.024], [-0.141, 0.255, 0.191], [-0.001, 0.052, 0.088], [0.083, -0.099, -0.046], [-0.025, -0.015, 0.054], [0.095, 0.051, -0.063], [1.006, -0.549, -0.058], [0.103, -0.260, -0.040], [-0.448, -0.134, -0.915], [-0.023, -0.127, -0.015], [-0.109, -0.020, -0.048], [-0.078, -0.078, 0.078], [0.036, 0.120, 0.097], [0.117, 0.046, 0.023], [0.048, -0.080, 0.016], [-0.100, 0.009, 0.103], [0.009, 0.018, 0.090], [-0.080, 0.032, -0.092], [0.052, 0.116, -0.096], [0.032, -0.034, -0.121], [0.093, 0.073, 0.126], [0.019, -0.100, 0.019], [0.021, -0.016, 0.086], [0.077, 0.034, 0.129], [0.094, 0.032, -0.157], [-0.074, -0.138, 0.014], [-0.069, -0.005, -0.011], [-0.020, 0.030, -0.034], [0.031, -0.073, -0.091], [0.083, -0.059, 0.016], [0.059, -0.009, 0.081], [0.048, 0.074, 0.122], [-0.091, -0.021, -0.145]], "spin_multiplicity": 1, "smiles": "CCC(CC)c1nnc(NC(=O)c2cccc(S(=O)(=O)N3CCc4ccccc43)c2)s1", "homo_lumo_gap_ha": 0.320, "energy_ev": -56976.953, "homo_ha": -0.32196}

=====

Record 4
{"formula": "C22H24N4O3SV", "method": "wB97M-V/def2-TZVPD", "symbols": ["C", "C", "H", "H", "C", "C", "H", "H", "C", "H", "H", "H", "C", "H", "H", "H", "V", "O", "C", "O", "C", "O", "N", "C", "C", "H", "H", "H", "H", "C", "C", "H", "H", "H", "N", "C", "C", "C", "C", "C", "C", "N", "C", "C", "C", "S", "C", "N", "H", "H", "H", "H", "H", "H", "H"], "positions_angstrom": [[-1.2598, -1.9909, -6.5694], [-1.2489, -1.1385, -7.7714], [-1.3623, -3.0544, -6.8893], [-2.1316, -1.7290, -5.9379], [-1.2136, 0.2092, -7.6305], [-0.9853, 0.8087, -6.3473], [-1.6396, 0.4978, -5.4806], [-0.9468, 1.9211, -6.4891], [-1.4413, -1.8773, -9.0228], [-1.2572, -2.9505, -8.8497], [-0.7465, -1.4630, -9.7408], [-2.4796, -1.7214, -9.3180], [-1.5797, 0.9280, -8.9366], [-2.5686, 0.7215, -9.3659], [-0.8696, 0.7192, -9.7547], [-1.5801, 1.9976, -8.7954], [-0.1459, -0.3759, -0.4709], [-0.0727, -0.8765, -2.9065], [0.3961, -0.2045, -3.8727], [0.8577, 1.0492, -1.1846], [1.4979, 1.3326, -2.2324], [2.3322, 2.3309, -2.1435], [1.3859, 0.7771, -3.4833], [3.0745, 2.3719, -3.4002], [2.3127, 1.5457, -4.3658], [4.0687, 1.9847, -3.2188], [3.1324, 3.4153, -3.6780], [2.9178, 0.8892, -4.9860], [1.6932, 2.1393, -5.0329], [0.1342, -0.3178, -5.3287], [-0.0806, -1.7513, -5.7316], [1.1331, 0.0218, -5.7163], [-0.3139, -2.5700, -5.0207], [0.9191, -2.0630, -6.1108], [-0.3247, -1.5455, 3.3807], [-0.0463, -0.2327, 3.7525], [0.2233, 0.3370, 5.0092], [0.6177, 1.7068, 5.0226], [0.7479, 2.4368, 3.8360], [0.4910, 1.8412, 2.5792], [0.0739, 0.4914, 2.5768], [-0.1430, -0.3669, 1.4894], [-0.3688, -1.6099, 2.0239], [-0.5348, -2.7017, 1.1093], [-0.7783, -4.0270, 1.1981], [-0.8942, -4.7909, -0.3611], [-0.6090, -3.2605, -1.1219], [-0.4324, -2.2521, -0.2311], [-0.4753, -2.3113, 4.0076], [0.1237, -0.2543, 5.9043], [0.8301, 2.1863, 5.9957], [1.0569, 3.4883, 3.9118], [0.6100, 2.3843, 1.6529], [-0.8980, -4.5569, 2.1582], [-0.5820, -3.0958, -2.2076]], "forces_ev_per_a": [[-1.264, -0.204, -1.475], [-0.647, 0.251, 1.284], [0.155, 0.722, 0.653], [0.115, -0.221, -0.279], [-0.708, -2.271, -2.513], [-1.102, -0.642, 3.084], [-0.797, 1.110, -1.665], [0.921, -0.936, 1.093], [0.069, -0.101, -0.160], [-0.086, 0.509, -0.444], [-0.152, -0.229, -0.709], [0.019, -0.182, -0.537], [0.877, 0.951, 0.177], [0.091, -0.440, 0.593], [-0.100, 0.050, 0.416], [0.144, 0.534, 0.015], [-0.991, 1.349, -2.250], [0.387, 1.359, -1.859], [-0.579, 0.183, 2.472], [1.576, 1.135, -1.702], [-1.203, -0.191, 1.339], [0.194, -0.742, -1.029], [0.360, 0.353, 0.453], [0.857, 1.047, 0.622], [-1.682, -0.733, -1.044], [0.157, -0.028, 0.209], [0.114, 0.107, -0.108], [0.155, -0.085, 0.228], [0.048, 0.205, -0.128], [2.681, 1.408, -0.321], [1.751, -1.861, 0.996], [-0.928, -0.525, -0.061], [0.791, 1.245, 1.146], [-0.995, -0.130, -0.556], [-0.139, -0.037, -1.170], [0.409, 0.270, 0.934], [0.162, 1.273, -0.685], [-0.470, -1.641, 0.617], [-0.178, -0.202, -1.100], [-0.145, -0.150, 1.262], [0.443, 0.728, -0.669], [-0.141, -1.479, 2.266], [0.551, 2.600, 1.145], [-0.171, -0.480, -2.091], [-0.121, -0.483, 0.863], [0.269, 1.484, 0.261], [0.049, 0.702, 1.915], [-0.551, -4.469, -0.681], [-0.026, -0.248, 0.214], [0.074, 0.086, 0.215], [-0.156, -0.353, -0.737], [-0.144, -0.575, -0.238], [0.009, 0.067, 0.006], [0.026, 0.024, -0.909], [0.022, -0.113, 0.643]], "charge": 2, "spin_multiplicity": 4, "homo_lumo_gap_ha": [0.251, 0.257], "energy_ev": -71813.919, "de_lowest_kj_mol": 111.35, "homo_ha": [-0.47759, -0.47768]}